1.
Computed, not measured: a structure of composition C3H2O3, with the ωB97M-V functional and the def2-TZVPD basis.

Frontier orbital gap   8.11 eV
Max |F|   0.011 Eh/bohr
DFT total energy   -9280.4374 eV
Highest occupied orbital energy   -9.3 eV
Energy relative to the best compared isomer or geometry (same formula, charge and spin)   117.4 kcal per mole

Element x y z (Å)
O -1.886 0.335 1.044
C -0.610 0.449 0.890
C 0.075 0.424 -0.442
O 0.064 1.398 -1.162
C 0.980 -0.779 -0.709
O 1.017 -1.711 0.054
H -1.208 0.609 1.969
H 1.568 -0.726 -1.645



2.
Computed, not measured: a structure of composition C33H48F6N2O2SbSeV in a non-equilibrium geometry, with the ωB97M-V functional and the def2-TZVPD basis.

Spin multiplicity   4
Frontier orbital gap (spin up / spin down)   7.28 / 6.37 eV
Max |F|   0.025 Eh/bohr
DFT total energy   -155950.9888 eV
Total charge   +1
Highest occupied orbital energy (spin up / spin down)   -11.6 / -11.8 eV

Element x y z (Å)
V 0.076 1.852 -1.837
C -3.715 0.506 5.097
C -2.564 -0.319 4.494
C -2.967 -1.802 4.437
C -1.336 -0.183 5.395
C -2.306 0.173 3.083
C -1.098 0.814 2.721
C -0.878 1.184 1.431
Se 0.806 1.955 0.932
C 1.683 0.264 0.710
C 2.186 -0.448 1.774
C 2.701 -1.730 1.561
C 2.705 -2.215 0.261
C 2.218 -1.522 -0.856
C 1.681 -0.267 -0.583
O 1.085 0.506 -1.535
C 2.248 -2.237 -2.215
C 1.902 -1.360 -3.423
C 3.654 -2.808 -2.456
C 1.227 -3.384 -2.157
C 3.164 -2.565 2.752
C 3.877 -3.846 2.317
C 4.124 -1.748 3.628
C 1.922 -2.946 3.572
C -1.843 0.886 0.392
O -1.527 0.941 -0.823
C -3.169 0.437 0.797
C -3.310 0.047 2.105
C -4.344 0.338 -0.175
C -5.659 0.630 0.563
C -4.371 -1.097 -0.729
C -4.249 1.326 -1.349
H -3.915 0.157 6.111
H -4.635 0.405 4.520
H -3.456 1.565 5.145
H -3.151 -2.164 5.449
H -2.172 -2.408 3.997
H -3.877 -1.960 3.859
H -1.568 -0.590 6.379
H -1.043 0.859 5.536
H -0.482 -0.741 5.002
H -0.340 1.003 3.467
H 2.163 -0.015 2.765
H 3.098 -3.205 0.090
H 2.650 -0.580 -3.587
H 0.920 -0.898 -3.359
H 1.906 -1.991 -4.313
H 4.412 -2.025 -2.394
H 3.699 -3.245 -3.455
H 3.920 -3.592 -1.748
H 0.217 -2.996 -2.013
H 1.446 -4.075 -1.343
H 1.246 -3.945 -3.093
H 4.746 -3.632 1.693
H 3.212 -4.519 1.772
H 4.226 -4.381 3.200
H 4.974 -1.386 3.047
H 4.508 -2.373 4.435
H 3.633 -0.889 4.087
H 1.229 -3.541 2.975
H 1.393 -2.057 3.923
H 2.212 -3.532 4.446
H -4.259 -0.365 2.414
H -5.927 -0.152 1.274
H -6.467 0.688 -0.165
H -5.614 1.583 1.094
H -4.524 -1.824 0.070
H -3.439 -1.336 -1.243
H -5.189 -1.196 -1.444
H -4.062 2.348 -1.013
H -5.192 1.321 -1.896
H -3.462 1.028 -2.043
C 4.945 2.458 -4.195
C 3.582 2.933 -3.835
C 2.853 4.028 -4.251
C 1.614 3.949 -3.606
N 1.592 2.866 -2.820
N 2.795 2.264 -2.980
C 0.457 4.870 -3.783
H 5.397 3.142 -4.908
H 4.901 1.469 -4.653
H 5.589 2.402 -3.318
H 3.168 4.791 -4.942
H 2.985 1.397 -2.506
H 0.818 5.869 -4.023
H -0.166 4.935 -2.895
H -0.153 4.545 -4.630
F -0.754 3.337 -1.459
Sb -2.921 3.106 -4.007
F -3.350 4.192 -2.467
F -2.833 4.681 -5.023
F -4.688 2.568 -4.321
F -2.177 2.178 -5.517
F -0.610 1.295 -3.387



3.
Computed, not measured: a cluster of 2 separate species, C3H6O2 in total in a non-equilibrium geometry, with the ωB97M-V functional and the def2-TZVPD basis.

Frontier orbital gap (spin up / spin down)   9.23 / 9.23 eV
Max |F|   0.075 Eh/bohr
DFT total energy   -7296.1823 eV
Highest occupied orbital energy (spin up / spin down)   -9.7 / -9.7 eV
Energy relative to the best compared isomer or geometry (same formula, charge and spin)   172.9 kcal per mole

Element x y z (Å)
C -1.198 0.488 -0.603
C -1.991 0.451 0.469
C 1.816 -1.122 -0.001
O 2.207 1.093 0.420
O 2.152 0.019 -0.356
H -1.378 0.824 -1.583
H -0.173 0.656 -0.461
H -2.957 0.066 0.489
H 1.588 -1.779 -0.740
H 1.457 -1.261 1.018
H -1.522 0.565 1.349



4.
Computed, not measured: a cluster of 19 separate species, C28H94N24O19 in total in a non-equilibrium geometry, with the ωB97M-V functional and the def2-TZVPD basis.

Frontier orbital gap   9.44 eV
Max |F|   0.080 Eh/bohr
DFT total energy   -105239.4318 eV
Highest occupied orbital energy   -9.0 eV

Element x y z (Å)
C 3.936 -4.311 3.348
C 3.663 -4.267 1.885
O 2.386 -3.796 1.606
H 4.957 -4.570 3.645
H 3.228 -5.053 3.796
H 3.695 -3.372 3.825
H 3.866 -5.287 1.575
H 4.399 -3.655 1.402
H 2.407 -3.611 0.679
C 2.879 -5.735 -1.673
C 1.557 -5.430 -0.955
O 1.122 -4.126 -1.291
H 3.354 -4.767 -1.639
H 2.666 -6.051 -2.699
H 3.480 -6.500 -1.141
H 1.562 -5.518 0.119
H 0.852 -6.173 -1.326
H 0.216 -4.092 -0.943
C 0.719 -1.209 3.523
C 2.073 -0.637 3.088
O 2.000 -0.598 1.682
H 0.472 -2.139 3.046
H -0.085 -0.580 3.201
H 0.645 -1.260 4.590
H 2.907 -1.252 3.361
H 2.294 0.370 3.493
H 2.888 -0.583 1.326
C 3.397 4.998 2.441
C 3.992 4.348 1.229
O 4.079 2.961 1.313
H 2.481 4.481 2.708
H 3.132 5.928 2.068
H 4.006 5.099 3.313
H 5.062 4.721 1.154
H 3.470 4.729 0.314
H 3.185 2.615 1.159
C -3.812 -0.846 4.486
C -3.002 -1.747 3.550
O -3.473 -3.096 3.629
H -3.416 0.160 4.357
H -3.662 -1.161 5.513
H -4.915 -0.829 4.153
H -2.026 -1.903 3.827
H -2.968 -1.449 2.495
H -4.481 -3.070 3.779
C -1.014 0.112 0.017
O -2.186 0.255 -0.460
N -0.318 1.116 0.424
N -0.405 -1.087 0.093
H 0.587 0.914 0.872
H -0.773 1.996 0.521
H -0.969 -1.873 -0.008
H 0.411 -1.177 0.681
C 5.676 -0.287 2.998
O 6.289 -1.289 3.329
N 5.263 0.021 1.722
N 5.050 0.644 3.828
H 4.868 0.950 1.456
H 5.666 -0.524 0.948
H 5.323 0.756 4.812
H 4.774 1.494 3.392
C -2.236 -3.922 0.836
O -1.438 -3.644 -0.091
N -1.797 -4.507 2.006
N -3.533 -3.642 0.628
H -2.305 -4.321 2.879
H -0.753 -4.591 2.028
H -4.193 -3.792 1.379
H -3.713 -3.056 -0.181
C 6.826 -3.191 -0.084
O 6.068 -2.275 -0.427
N 7.330 -3.337 1.203
N 7.365 -4.070 -1.014
H 7.199 -2.614 1.906
H 7.929 -4.136 1.442
H 7.958 -4.841 -0.794
H 6.853 -4.389 -1.795
C -6.034 4.095 -3.983
O -6.047 3.405 -2.991
N -4.862 4.744 -4.427
N -7.174 4.424 -4.657
H -4.032 4.791 -3.753
H -4.952 5.583 -5.028
H -7.185 4.624 -5.623
H -7.880 3.748 -4.450
C -1.700 3.143 -3.113
O -2.071 4.244 -2.736
N -2.304 2.461 -4.050
N -0.587 2.565 -2.578
H -3.139 2.825 -4.559
H -1.936 1.624 -4.427
H -0.484 1.577 -2.786
H -0.369 2.995 -1.687
C -0.422 -1.114 -4.282
O -0.602 0.092 -4.245
N 0.141 -1.772 -3.237
N -0.770 -1.782 -5.396
H 0.027 -2.751 -3.144
H -0.022 -1.305 -2.316
H -0.656 -2.767 -5.408
H -1.210 -1.334 -6.147
C 3.820 3.975 -2.478
O 2.644 3.826 -2.137
N 4.096 4.999 -3.262
N 4.826 3.193 -1.954
H 5.019 5.290 -3.494
H 3.261 5.551 -3.337
H 5.608 3.037 -2.595
H 4.529 2.327 -1.502
C 3.005 -0.071 -1.519
O 3.838 0.609 -0.890
N 2.068 0.598 -2.194
N 2.888 -1.348 -1.374
H 2.247 1.565 -2.285
H 1.188 0.291 -2.567
H 2.287 -1.942 -1.888
H 3.707 -1.830 -1.022
C -0.443 4.878 -0.102
O -0.062 4.030 0.705
N -1.777 5.127 -0.180
N 0.444 5.483 -0.958
H -2.162 5.266 -1.097
H -2.247 4.765 0.629
H 1.304 5.006 -0.898
H 0.187 5.685 -1.911
C -1.545 -4.844 -3.834
O -0.959 -4.740 -4.875
N -1.587 -6.054 -3.168
N -2.219 -3.866 -3.136
H -1.097 -6.773 -3.649
H -2.342 -6.344 -2.565
H -2.203 -2.915 -3.501
H -2.363 -3.950 -2.144
C -4.403 2.778 1.025
O -5.081 3.508 1.760
N -4.560 2.784 -0.316
N -3.414 1.940 1.466
H -3.835 2.320 -0.863
H -5.227 3.465 -0.672
H -3.429 1.799 2.469
H -3.172 1.154 0.909
C -1.777 3.749 6.251
C -1.710 4.053 4.745
C -0.769 3.200 3.908
O -3.032 3.908 4.349
H -2.270 2.778 6.288
H -2.419 4.595 6.580
H -0.894 3.783 6.852
H -1.506 5.142 4.638
H -1.033 3.384 2.906
H -1.005 2.181 4.075
H 0.293 3.353 4.087
H -3.171 3.943 3.377
C -6.156 -1.452 -1.651
C -4.768 -1.446 -2.327
C -4.554 -0.224 -3.135
O -3.692 -1.748 -1.403
H -7.004 -1.401 -2.391
H -6.180 -0.659 -0.901
H -6.196 -2.359 -1.029
H -4.779 -2.269 -3.038
H -4.607 0.641 -2.488
H -5.373 -0.126 -3.862
H -3.724 -0.207 -3.800
H -3.230 -0.934 -1.164



5.
Computed, not measured: the molecule C7H9NO in a non-equilibrium geometry, with the ωB97M-V functional and the def2-TZVPD basis.

Frontier orbital gap   9.18 eV
SMILES   C#C/C(=C\[C@H]1CN1)OC
Max |F|   0.059 Eh/bohr
DFT total energy   -10937.6180 eV
Highest occupied orbital energy   -8.4 eV
Energy relative to the best compared isomer or geometry (same formula, charge and spin)   119.8 kcal per mole

Element x y z (Å)
C -2.957 0.583 0.468
C -0.664 0.526 0.265
C 0.574 0.853 0.700
C 1.618 -0.166 0.626
C 2.434 -0.571 -0.519
C -0.717 -0.575 -0.672
C -0.774 -1.441 -1.493
H -3.228 0.551 -0.616
H -2.930 -0.485 0.794
H -3.716 1.201 0.977
H 0.761 1.785 1.222
H 1.507 -0.904 1.436
H 2.145 -0.195 -1.557
H 2.622 -1.624 -0.594
H 3.025 1.202 -0.022
H -1.053 -2.217 -2.165
N 3.082 0.301 0.477
O -1.728 1.175 0.675



6.
Computed, not measured: a structure of composition C47H37Cl5FMnNO3P2 in a non-equilibrium geometry, with the ωB97M-V functional and the def2-TZVPD basis.

Spin multiplicity   6
Frontier orbital gap (spin up / spin down)   7.14 / 8.02 eV
Max |F|   0.071 Eh/bohr
DFT total energy   -172201.6441 eV
Highest occupied orbital energy (spin up / spin down)   -7.5 / -8.4 eV

Element x y z (Å)
Mn -1.109 0.370 -0.188
C 5.084 2.274 -4.363
C 5.100 2.780 -2.921
C 6.487 2.480 -2.266
C 6.558 3.086 -0.862
C 5.276 2.824 -0.063
C 5.209 3.012 1.305
C 4.150 2.602 2.047
F 4.245 2.514 3.438
C 2.999 2.097 1.462
C 2.938 2.101 0.061
C 1.726 1.566 -0.517
O 0.819 1.098 0.269
C 1.720 1.526 -1.936
C 2.871 1.760 -2.594
N 4.004 2.235 -2.082
C 4.091 2.402 -0.670
C 0.493 1.152 -2.752
O 0.557 1.177 -3.999
O -0.547 0.787 -2.098
H 5.931 2.657 -4.940
H 4.104 2.653 -4.787
H 5.082 1.225 -4.313
H 5.025 3.878 -2.858
H 7.243 3.026 -2.849
H 6.773 1.443 -2.395
H 6.659 4.155 -1.058
H 7.445 2.806 -0.282
H 6.091 3.335 1.891
H 2.194 1.731 2.116
H 2.794 1.695 -3.690
Cl -2.641 -0.819 3.130
C -2.897 0.871 2.708
C -2.326 1.335 1.538
C -2.491 2.667 1.317
Cl -1.794 3.291 -0.184
C -3.126 3.529 2.180
Cl -3.373 5.223 1.737
C -3.778 3.004 3.286
Cl -4.741 3.916 4.352
C -3.660 1.648 3.594
Cl -4.279 0.919 5.045
C -1.621 -3.778 -0.189
C -2.905 -3.060 0.263
P -3.195 -1.384 -0.430
C -3.799 -1.567 -2.158
C -4.979 -2.263 -2.467
C -5.375 -2.517 -3.771
C -4.585 -1.924 -4.786
C -3.428 -1.202 -4.505
C -3.034 -1.028 -3.188
C -4.664 -0.739 0.426
C -5.312 -1.472 1.396
C -6.453 -0.948 2.039
C -7.004 0.270 1.645
C -6.299 1.011 0.671
C -5.138 0.528 0.079
C -0.598 -3.593 0.926
P 0.011 -1.821 1.019
C 1.619 -1.884 0.145
C 1.449 -2.124 -1.277
C 2.519 -1.940 -2.121
C 3.767 -1.620 -1.621
C 3.946 -1.356 -0.229
C 2.847 -1.473 0.580
C 0.599 -1.670 2.733
C 1.250 -2.763 3.326
C 1.594 -2.731 4.690
C 1.590 -1.451 5.312
C 1.019 -0.332 4.723
C 0.523 -0.444 3.440
H -1.301 -3.506 -1.197
H -1.820 -4.860 -0.220
H -2.832 -2.955 1.385
H -3.756 -3.660 -0.001
H -5.532 -2.742 -1.683
H -6.143 -3.251 -3.997
H -4.775 -2.099 -5.810
H -2.735 -1.011 -5.309
H -2.170 -0.436 -3.055
H -5.016 -2.425 1.764
H -6.938 -1.558 2.771
H -7.875 0.588 2.148
H -6.664 2.005 0.465
H -4.453 1.148 -0.491
H 0.304 -4.200 0.838
H -1.088 -3.872 1.891
H 0.475 -2.280 -1.730
H 2.359 -2.076 -3.172
H 4.628 -1.587 -2.279
H 4.918 -1.104 0.119
H 2.847 -1.119 1.654
H 1.349 -3.689 2.789
H 2.015 -3.621 5.194
H 1.954 -1.475 6.336
H 0.909 0.627 5.138
H 0.089 0.401 2.970



7.
Computed, not measured: the ion C7H14N with charge +1 in a non-equilibrium geometry, with the ωB97M-V functional and the def2-TZVPD basis.

Frontier orbital gap   8.37 eV
SMILES   C/C=C(/C)C/C=[NH+]\C
Max |F|   0.093 Eh/bohr
DFT total energy   -8966.7471 eV
Total charge   +1
Highest occupied orbital energy   -13.0 eV
Energy relative to the best compared isomer or geometry (same formula, charge and spin)   53.7 kcal per mole

Element x y z (Å)
C 2.499 0.451 -1.466
C 2.009 -0.762 -0.617
C 0.077 0.515 0.490
C -0.792 0.898 -0.637
C 1.000 -0.673 0.246
C 0.481 -1.839 1.111
C -2.848 0.591 0.686
N -2.077 0.802 -0.486
H 2.630 1.369 -1.007
H 1.853 0.542 -2.259
H 2.428 -1.694 -0.587
H 0.749 1.440 0.858
H -0.445 0.320 1.379
H -0.208 1.138 -1.443
H 1.154 -2.627 0.870
H -0.595 -1.938 0.688
H 0.677 -1.631 2.214
H -3.434 1.446 0.994
H -3.722 0.076 0.511
H -2.256 0.224 1.654
H 3.442 0.304 -1.926
H -2.622 1.049 -1.271



8.
Computed, not measured: a structure of composition C6H11Ca2O18P2S2Ti3 in a non-equilibrium geometry, with the ωB97M-V functional and the def2-TZVPD basis.

Spin multiplicity   10
Frontier orbital gap (spin up / spin down)   3.97 / 6.41 eV
Max |F|   0.136 Eh/bohr
DFT total energy   -189732.9204 eV
Highest occupied orbital energy (spin up / spin down)   -5.3 / -7.7 eV

Element x y z (Å)
Ti -2.328 -4.015 0.617
Ti -1.764 0.146 -0.215
Ti -1.032 -1.208 3.858
Ca 0.021 -2.606 -1.386
Ca 0.971 -4.317 1.966
P -0.041 -5.565 -0.477
O -1.078 -4.588 -1.101
O -0.557 -5.715 0.983
O 1.259 -4.690 -0.361
O 0.598 -6.607 -1.391
P -0.560 -1.914 1.303
O -1.503 -2.068 0.112
O -0.692 -0.473 1.756
O 0.761 -2.337 0.702
O -0.910 -2.985 2.322
C -2.705 -0.369 -3.864
C -1.554 -1.045 -3.168
O -1.381 -2.272 -3.323
O -0.954 -0.436 -2.221
H -2.922 -0.842 -4.816
H -2.604 0.717 -3.949
H -3.610 -0.367 -3.246
C -0.192 3.019 0.681
C -0.915 4.392 0.696
O -2.138 4.097 -0.001
S -1.803 3.177 -1.303
O -1.245 3.928 -2.372
O -2.933 2.313 -1.553
O -0.661 2.404 -0.487
H -0.621 2.508 1.548
H 0.887 3.152 0.635
H -0.359 5.144 0.119
H -1.022 4.929 1.634
C 2.462 1.433 2.472
C 2.318 0.439 1.288
O 3.379 0.713 0.372
S 4.251 2.000 0.752
O 4.260 3.019 -0.269
O 5.489 1.584 1.347
O 3.198 2.499 1.905
H 2.934 0.917 3.307
H 1.512 1.894 2.726
H 1.378 0.575 0.758
H 2.409 -0.582 1.644



9.
Computed, not measured: a cluster of 4 separate species, C6H15NO4 in total in a non-equilibrium geometry, with the ωB97M-V functional and the def2-TZVPD basis.

Frontier orbital gap   9.62 eV
SMILES   C=N/C=C/CCC=O.O.O.O
Max |F|   0.052 Eh/bohr
DFT total energy   -16142.6989 eV
Highest occupied orbital energy   -9.3 eV
Energy relative to the best compared isomer or geometry (same formula, charge and spin)   47.8 kcal per mole

Element x y z (Å)
O -3.097 0.606 -3.747
C -2.343 -0.032 -3.049
C -2.386 -0.056 -1.550
C -1.495 1.148 -1.090
C -0.899 1.055 0.241
C -1.181 0.223 1.238
N -0.534 0.117 2.473
C 0.320 -0.768 2.710
H -1.500 -0.419 -3.700
H -3.389 0.169 -1.165
H -1.877 -0.987 -1.233
H -2.108 2.084 -1.111
H -0.795 1.313 -1.897
H -0.097 1.788 0.459
H -1.976 -0.499 1.005
H 0.895 -0.805 3.644
H 0.602 -1.666 2.104
H 1.143 1.674 3.990
H 1.316 2.893 3.207
O 1.666 2.485 4.005
H 3.226 -1.112 1.132
H 4.771 -1.020 0.938
O 4.039 -1.612 1.125
H 2.262 -1.935 -3.922
H 1.344 -2.609 -2.842
O 2.093 -2.032 -2.964